No. 1
Density functional theory data (ωB97M-V with the def2-TZVPD basis set) for a molecular structure, C8H18N3OP in a non-equilibrium geometry.

Each line ends with the natural charge from an NBO analysis.
Cartesian coordinates (Å):
1 C 1.552 0.685 -1.029  -0.20
2 C 0.874 -0.630 -1.571  -0.29
3 C 0.694 -0.818 -0.074  0.22
4 C 1.149 -2.935 -2.579  -0.61
5 C -2.218 -1.066 -0.022  -0.44
6 C -0.022 1.177 3.127  -0.41
7 C -1.380 2.973 2.256  -0.40
8 C 1.744 -1.568 -2.370  -0.39
9 N 1.013 0.449 0.290  -0.75
10 N -1.164 -0.562 0.734  -0.90
11 N -0.829 1.687 2.034  -0.82
12 O -1.338 1.853 -0.461  -1.09
13 P -0.672 1.021 0.566  2.36
14 H 2.579 0.829 -1.127  0.20
15 H 1.162 1.628 -1.651  0.21
16 H -0.019 -0.262 -2.062  0.25
17 H 0.813 -1.575 0.602  0.21
18 H 1.596 -3.418 -3.455  0.21
19 H 0.163 -2.627 -2.876  0.21
20 H 1.153 -3.635 -1.793  0.21
21 H -2.449 -0.193 -0.763  0.20
22 H -2.106 -2.046 -0.468  0.20
23 H -3.182 -1.215 0.672  0.18
24 H 0.440 0.180 2.903  0.22
25 H 0.802 1.895 3.372  0.19
26 H -0.681 0.866 3.958  0.20
27 H -2.206 2.960 2.968  0.20
28 H -0.540 3.688 2.657  0.17
29 H -1.588 3.328 1.220  0.25
30 H 2.010 -1.169 -3.347  0.22
31 H 2.648 -1.498 -1.709  0.19

Properties
HOMO-LUMO gap: 8.81 eV
LUMO level: 0.57 eV
largest force on an atom: 5.20 eV/A


No. 2
Density functional theory data (ωB97M-V with the def2-TZVPD basis set) for 2 unconnected molecules or ions with the total composition C4H8O2.

Each line ends with the natural charge from an NBO analysis.
Cartesian coordinates (Å):
1 C -0.880 -0.805 0.678  0.05
2 C -1.290 0.419 0.354  -0.01
3 O -0.438 1.369 -0.154  -0.50
4 C 0.883 1.133 0.297  -0.10
5 C 1.317 -0.301 0.022  -0.10
6 O 0.402 -1.250 0.559  -0.50
7 H -1.555 -1.579 1.022  0.20
8 H -0.989 -1.271 -2.075  -0.02
9 H -1.295 -0.673 -1.753  0.00
10 H -2.315 0.749 0.466  0.20
11 H 0.926 1.340 1.375  0.18
12 H 1.536 1.832 -0.232  0.20
13 H 2.283 -0.495 0.499  0.19
14 H 1.416 -0.467 -1.057  0.18

Properties
HOMO-LUMO gap: 9.36 eV
LUMO level: 1.06 eV
largest force on an atom: 0.35 eV/A
SMILES: C1=COCCO1.[H][H]


No. 3
Density functional theory data (ωB97M-V with the def2-TZVPD basis set) for 2 unconnected molecules or ions with the total composition C4H12N2O in a non-equilibrium geometry.

Each line ends with the Mulliken spin population.
Cartesian coordinates (Å):
1 C -2.506 -1.977 -1.847  0.00
2 C -1.549 -0.823 -1.551  0.03
3 C -0.284 -1.347 -0.862  0.03
4 N 0.494 -0.334 -0.124  0.68
5 C -0.035 0.408 0.923  -0.12
6 N 0.489 0.305 2.084  0.35
7 H -3.476 -1.592 -2.131  0.00
8 H -2.123 -2.524 -2.705  0.00
9 H -2.583 -2.736 -1.071  0.00
10 H -1.984 0.064 -1.101  0.00
11 H -1.205 -0.469 -2.522  0.00
12 H -0.539 -2.025 -0.031  0.05
13 H 0.365 -1.813 -1.594  0.00
14 H 1.438 -0.643 0.129  -0.03
15 H -0.929 0.982 0.725  0.00
16 H -0.036 0.970 2.679  0.00
17 H 3.427 3.150 0.586  0.00
18 H 2.219 2.928 1.524  0.00
19 O 3.110 3.281 1.485  0.00

Properties
HOMO-LUMO gap (spin up / spin down): 10.23 / 5.65 eV
LUMO level (spin up / spin down): -4.17 / -8.74 eV
largest force on an atom: 1.84 eV/A
total charge: +1
spin multiplicity: 2


No. 4
Density functional theory data (ωB97M-V with the def2-TZVPD basis set) for C4H6Cl2S in the gas phase in a non-equilibrium geometry.

Each line ends with the natural charge from an NBO analysis.
Cartesian coordinates (Å):
1 C 0.455 0.138 0.712  -0.33
2 C 0.666 -0.081 -0.700  -0.48
3 C -0.820 0.143 -1.055  -0.04
4 C -1.124 0.155 0.569  -0.41
5 H 2.478 -0.870 1.660  0.13
6 H 0.675 1.229 0.953  0.23
7 H 1.502 0.498 -1.166  0.24
8 H 1.011 -1.098 -0.863  0.24
9 H -1.424 -0.916 1.043  0.23
10 H -1.787 1.015 0.773  0.25
11 S 1.207 -1.132 1.817  -0.03
12 Cl -1.214 1.837 -1.547  -0.05
13 Cl -1.627 -0.919 -2.195  0.02

Properties
HOMO-LUMO gap: 10.28 eV
LUMO level: 0.71 eV
largest force on an atom: 4.32 eV/A
SMILES: SC1CC(Cl)(Cl)C1


No. 5
Density functional theory data (ωB97M-V with the def2-TZVPD basis set) for 3 unconnected molecules or ions with the total composition C22H52B3N3O9P3S in a non-equilibrium geometry.

Each line ends with the Löwdin charge.
Cartesian coordinates (Å):
1 C -1.154 -1.907 5.481  -0.17
2 C -2.259 -1.342 4.459  -0.49
3 S -1.781 -1.577 2.653  0.81
4 C -0.048 -0.828 2.557  -0.42
5 C 0.295 -0.267 1.111  -0.07
6 C -0.423 1.079 0.713  0.03
7 B -1.470 1.856 1.714  -0.47
8 C -0.852 2.790 2.924  -0.03
9 O -2.897 1.751 1.638  0.07
10 C -0.083 1.691 -0.680  -0.26
11 P -0.829 3.305 -1.387  0.91
12 C -2.711 3.129 -1.591  -0.28
13 C -0.417 4.689 -0.112  -0.39
14 C 1.057 4.364 0.440  -0.18
15 C 0.934 0.944 -1.582  -0.30
16 P 1.414 1.671 -3.293  0.87
17 P 0.071 0.940 -4.851  0.48
18 O 0.656 -0.241 -5.667  -0.38
19 O -1.519 0.639 -4.311  -0.22
20 O -0.074 2.235 -5.991  -0.22
21 N 1.559 -0.320 -1.179  0.09
22 B 2.496 -0.925 -2.228  -0.53
23 C 4.134 -0.848 -2.120  -0.01
24 O 1.826 -1.602 -3.306  0.10
25 C 1.304 -0.945 0.114  -0.01
26 C 2.011 -2.299 0.560  0.00
27 B 1.042 -3.526 0.072  -0.47
28 O 0.874 -4.745 0.851  0.08
29 O 0.381 -3.366 -1.207  0.10
30 H -0.100 -1.507 5.299  0.05
31 H -1.452 -1.564 6.546  0.09
32 H -1.128 -3.059 5.543  0.09
33 H -3.255 -1.842 4.714  0.09
34 H -2.393 -0.222 4.723  0.09
35 H 0.653 -1.644 2.938  0.07
36 H -0.045 -0.006 3.373  0.09
37 H -0.942 3.900 2.665  0.07
38 H -1.484 2.548 3.863  0.09
39 H 0.241 2.497 3.163  0.08
40 H -3.166 0.840 1.356  0.10
41 H -2.998 2.445 -2.479  0.05
42 H -3.095 4.174 -1.876  0.06
43 H -3.253 2.737 -0.667  0.03
44 H -0.347 5.681 -0.680  0.09
45 H -1.233 4.708 0.687  0.07
46 H 1.438 5.329 0.950  0.09
47 H 1.825 4.152 -0.400  0.08
48 H 1.118 3.485 1.162  0.05
49 H 1.246 3.107 -3.278  -0.07
50 H -2.065 0.558 -5.136  0.08
51 H 0.731 2.812 -5.929  0.07
52 H 4.475 -1.724 -1.468  0.07
53 H 4.569 -1.002 -3.180  0.09
54 H 4.435 0.165 -1.688  0.08
55 H 2.455 -2.150 -3.823  0.13
56 H 3.064 -2.452 0.146  0.12
57 H 2.104 -2.416 1.706  0.13
58 H 0.047 -4.683 1.395  0.12
59 H -0.549 -3.703 -1.143  0.13
60 C -1.766 -1.454 -9.728  -0.07
61 C -0.850 -1.672 -8.528  -0.42
62 C -0.561 -3.158 -8.235  -0.20
63 O -1.627 -3.844 -7.582  -0.19
64 C -2.638 -4.324 -8.453  -0.11
65 N -1.424 -0.993 -7.360  0.03
66 H -2.808 -1.698 -9.510  0.06
67 H -1.743 -0.405 -10.038  0.08
68 H -1.445 -2.059 -10.581  0.08
69 H 0.108 -1.194 -8.763  0.14
70 H 0.285 -3.206 -7.541  0.12
71 H -0.250 -3.694 -9.140  0.12
72 H -2.232 -4.653 -9.414  0.09
73 H -3.401 -3.558 -8.604  0.07
74 H -3.120 -5.178 -7.972  0.09
75 H -0.765 -1.069 -6.582  0.01
76 H -2.224 -1.549 -7.052  0.07
77 C 1.671 2.402 8.973  -0.07
78 C 0.832 1.172 9.306  -0.43
79 C 1.415 -0.141 8.747  -0.19
80 O 1.195 -0.333 7.351  -0.22
81 C 2.137 0.316 6.514  -0.11
82 N -0.544 1.394 8.840  0.04
83 H 1.573 2.707 7.928  0.06
84 H 1.357 3.253 9.583  0.08
85 H 2.730 2.220 9.178  0.08
86 H 0.812 1.082 10.397  0.14
87 H 0.903 -0.974 9.240  0.12
88 H 2.480 -0.246 8.991  0.12
89 H 3.139 0.328 6.951  0.09
90 H 1.807 1.333 6.291  0.07
91 H 2.180 -0.230 5.568  0.07
92 H -1.120 0.609 9.140  0.07
93 H -0.536 1.310 7.823  0.06

Properties
HOMO-LUMO gap: 6.12 eV
LUMO level: -4.35 eV
largest force on an atom: 5.44 eV/A
total charge: +1


No. 6
Density functional theory data (ωB97M-V with the def2-TZVPD basis set) for a molecular structure, C7H26O7 in a non-equilibrium geometry.

Each line ends with the natural charge from an NBO analysis.
Cartesian coordinates (Å):
1 C 0.437 1.492 2.049  -0.06
2 O -0.958 1.324 1.879  -0.72
3 C 1.227 0.443 1.275  -0.43
4 C 1.874 0.882 -0.028  -0.44
5 C 2.314 -0.299 -0.871  0.03
6 C 3.124 -1.243 -0.370  -0.19
7 C 3.787 -2.348 -1.151  -0.64
8 C 1.912 -0.240 -2.317  -0.65
9 H 0.697 1.478 3.106  0.18
10 H 0.725 2.505 1.724  0.15
11 H -1.134 1.454 0.964  0.46
12 H 0.537 -0.359 1.057  0.23
13 H 1.935 -0.010 1.957  0.21
14 H 1.175 1.476 -0.610  0.19
15 H 2.771 1.458 0.132  0.21
16 H 3.425 -1.142 0.662  0.19
17 H 4.751 -1.997 -1.446  0.22
18 H 3.881 -3.257 -0.566  0.22
19 H 3.251 -2.613 -2.050  0.21
20 H 0.850 -0.492 -2.430  0.27
21 H 2.078 0.764 -2.699  0.16
22 H 2.371 -0.981 -2.950  0.22
23 H 1.211 2.081 -2.563  0.49
24 H 0.684 3.603 -2.321  0.49
25 O 0.477 2.694 -2.510  -0.98
26 H -1.900 0.126 -1.699  0.42
27 H -1.860 -1.245 -2.456  0.44
28 O -1.468 -0.734 -1.746  -1.05
29 H -2.598 0.651 3.794  0.47
30 H -3.946 0.296 3.147  0.49
31 O -3.424 0.185 3.945  -0.97
32 H -3.093 0.342 0.795  0.48
33 H -4.516 -0.206 0.468  0.48
34 O -4.019 0.381 1.042  -0.96
35 H 0.457 -3.971 0.457  0.48
36 H -0.813 -3.653 1.360  0.48
37 O -0.298 -4.330 0.923  -0.95
38 H -1.181 1.740 -1.767  0.53
39 H -2.665 1.606 -2.037  0.49
40 O -1.919 1.118 -1.676  -0.84

Properties
HOMO-LUMO gap: 8.86 eV
LUMO level: -0.09 eV
largest force on an atom: 15.22 eV/A